(1)
C69H62N6O6P2SSrTe as an isolated structure in a non-equilibrium geometry, computed with ωB97M-V with the def2-TZVPD basis set.

**Molar mass**: 1380.53 g/mol
**LUMO energy**: 3.8 eV
**Max |F|**: 2.05 eV Å⁻¹
**ΔE to the lowest compared entry with this formula, charge and spin**: 42.83 kcal/mol
**HOMO level**: -0.94 eV
**Electronic energy**: -131324.8510 eV

```
! wB97M-V def2-TZVPD RIJCOSX def2/J DEFGRID3
* xyz -2 1
Sr 0.3644 0.4399 0.4129
C 2.8858 -2.3824 2.8111
P 3.2118 -1.4067 1.2754
C 5.0287 -0.9003 1.7340
C 5.8894 -0.5069 0.7004
C 7.1434 0.0241 0.9526
C 7.5967 0.1671 2.2593
C 6.7717 -0.2205 3.2999
C 5.5017 -0.7318 3.0358
C 3.9150 -2.5016 -0.0576
C 3.5872 -2.3154 -1.3966
C 4.1906 -3.0779 -2.3832
C 5.1179 -4.0570 -2.0465
C 5.4521 -4.2452 -0.7134
C 4.8710 -3.4545 0.2704
C 1.4578 -2.7122 3.0509
C 0.7040 -3.7961 2.7718
C -0.6633 -3.4447 2.9948
C -0.7267 -2.1510 3.4117
C -1.9343 -1.3000 3.6425
P -2.1851 -0.1972 2.1555
C -3.5601 0.9852 2.4997
C -4.6729 0.6514 3.2605
C -5.6841 1.5784 3.4852
C -5.6037 2.8473 2.9288
C -4.5014 3.1861 2.1509
C -3.4862 2.2645 1.9489
C -3.4923 -1.3932 1.2325
C -3.8684 -2.7102 1.4917
C -4.7174 -3.4209 0.6433
C -5.2270 -2.8213 -0.4973
C -4.8646 -1.5080 -0.7858
C -4.0032 -0.8261 0.0580
N 0.6014 -1.6668 3.4382
H 3.2604 -1.7976 3.6460
H 3.4911 -3.2861 2.7445
H 5.5751 -0.6207 -0.3302
H 7.7677 0.3319 0.1217
H 8.5791 0.5791 2.4595
H 7.1008 -0.1158 4.3277
H 4.8926 -0.9881 3.8914
H 2.8547 -1.5649 -1.6526
H 3.9191 -2.9150 -3.4194
H 5.5772 -4.6657 -2.8166
H 6.1800 -4.9985 -0.4338
H 5.1826 -3.5854 1.3009
H 1.0650 -4.7056 2.3224
H -1.5176 -4.0696 2.7889
H -1.8383 -0.6741 4.5300
H -2.7936 -1.9531 3.7804
H -4.7592 -0.3481 3.6722
H -6.5421 1.3043 4.0884
H -6.3975 3.5665 3.0931
H -4.4339 4.1699 1.7002
H -2.6156 2.5322 1.3568
H -3.4986 -3.2212 2.3737
H -4.9745 -4.4491 0.8760
H -5.8881 -3.3686 -1.1595
H -5.2517 -1.0198 -1.6741
H -3.7100 0.1888 -0.2061
C 4.5000 2.2715 1.3699
C 3.5252 1.3570 0.6910
N 2.7759 0.3927 1.5233
N 2.7352 0.8945 2.8041
C 2.1721 0.6349 3.8907
N 2.4676 1.4993 4.9830
S 1.1483 -0.6289 4.6587
C 3.2011 1.5343 -0.6311
C 3.8515 2.5575 -1.4402
C 3.6306 2.6214 -2.7779
C 2.7532 1.7090 -3.4102
C 2.0998 0.8293 -2.5774
N 2.2633 0.7216 -1.2601
H 4.8398 1.8509 2.3149
H 5.3888 2.4234 0.7502
H 4.0752 3.2626 1.5888
H 3.0037 2.2778 4.6173
H 1.6198 1.8417 5.4175
H 4.4894 3.2871 -0.9625
H 4.1151 3.4004 -3.3589
H 2.5561 1.7272 -4.4728
H 1.3623 0.1551 -3.0116
C -3.9196 4.6233 -4.1864
C -2.8870 4.0025 -3.2823
C -1.9842 4.7695 -2.5553
C -1.0840 4.1993 -1.6718
C -0.1002 5.0905 -1.0033
O 0.4856 5.9577 -1.6275
C 0.1377 4.9672 0.4694
C 1.3986 5.2363 0.9863
C 1.5896 5.2612 2.3585
C 0.5142 5.0456 3.2126
C -0.7420 4.7622 2.6961
C -0.9240 4.7065 1.3231
C -1.0407 2.7957 -1.4389
O -0.3044 2.2931 -0.5279
C -1.8254 1.9978 -2.3467
C -2.7450 2.6243 -3.1872
C -1.5692 0.5490 -2.5409
N -0.9870 -0.1829 -1.6710
C -0.5260 -1.5348 -1.9873
C -1.1171 -2.5493 -1.0231
Te -0.0672 -4.3828 -1.1943
C -1.5929 -5.2114 -2.4696
C -2.9551 -5.1140 -2.1805
C -3.9135 -5.6128 -3.0534
C -3.5299 -6.2469 -4.2287
C -2.1785 -6.3728 -4.5199
C -1.2245 -5.8520 -3.6528
C -1.9652 -0.0090 -3.8818
C -2.8933 -1.0411 -3.9680
C -3.2306 -1.5816 -5.2008
C -2.6392 -1.0924 -6.3578
C -1.7101 -0.0626 -6.2763
C -1.3792 0.4818 -5.0439
H -3.9030 5.7111 -4.1009
H -4.9294 4.2890 -3.9353
H -3.7480 4.3721 -5.2370
H -1.9670 5.8488 -2.6757
H 2.2185 5.4111 0.3017
H 2.5772 5.4471 2.7628
H 0.6624 5.0767 4.2862
H -1.5743 4.5565 3.3582
H -1.8938 4.4672 0.9028
H -3.3676 1.9995 -3.8201
H 0.5618 -1.5395 -1.8558
H -0.7341 -1.8342 -3.0160
H -2.1779 -2.7187 -1.2073
H -0.9975 -2.2412 0.0148
H -3.2790 -4.6405 -1.2610
H -4.9649 -5.5095 -2.8083
H -4.2765 -6.6349 -4.9117
H -1.8639 -6.8599 -5.4362
H -0.1738 -5.9262 -3.9111
H -3.3319 -1.4368 -3.0588
H -3.9398 -2.3985 -5.2508
H -2.8944 -1.5190 -7.3202
H -1.2384 0.3166 -7.1746
H -0.6559 1.2859 -4.9705
O 1.6591 -1.5252 0.5880
O 1.4991 -2.9362 0.3008
C -0.7808 2.8270 5.1061
O -1.4547 1.7424 4.4868
C -1.0338 1.3055 3.2379
O -0.1230 1.8926 2.6778
H -0.3470 2.4775 6.0491
H -1.5104 3.6075 5.3330
H -0.0065 3.2274 4.4524
*
```

Mulliken atomic charge list, values in e, 99 entries: 0.74 -1.25 2.89 0.64 -0.55 -0.65 -0.68 -0.77 -0.61 0.29 0.64 -0.73 -0.72 -0.95 -0.75 -0.33 -0.67 -0.77 -0.29 -1.85 3.50 -0.09 -0.79 -0.87 -0.78 -0.51 -0.26 0.26 -0.17 -1.07 -0.27 -0.50 -0.10 0.17 0.60 0.59 0.29 0.42 0.35 0.43 0.16 -0.89 0.43 0.36 0.37 0.26 0.50 0.45 0.88 1.01 0.34 0.37 0.35 0.47 0.18 0.01 0.32 0.40 0.45 -0.18 -2.18 0.70 1.13 -0.85 0.91 -0.83 -0.40 0.69 -1.38 -0.90 -1.61 -0.15 1.40 0.51 0.59 -0.04 0.35 0.14 0.43 0.34 0.44 0.18 -1.54 0.29 -0.75 0.44 -0.28 -0.70 0.27 -0.46 -0.56 -0.68 -0.72 0.05 0.53 -0.28 -0.65 -0.88 -1.11



(2)
C6F18InN3O12S6 as an isolated structure in a non-equilibrium geometry, computed with ωB97M-V with the def2-TZVPD basis set.

**Molar mass**: 955.26 g/mol
**LUMO energy (spin up / spin down)**: 1.5 / -3.7 eV
**Max |F|**: 7.04 eV Å⁻¹
**ΔE to the lowest compared entry with this formula, charge and spin**: 13.66 kcal/mol
**HOMO level (spin up / spin down)**: -7.49 / -7.42 eV
**Electronic energy**: -154355.4037 eV

```
! wB97M-V def2-TZVPD RIJCOSX def2/J DEFGRID3
* xyz -1 2
In 0.6612 0.9579 -1.0596
C -0.4977 -3.5486 0.6973
F 0.7995 -3.3566 0.2740
F -0.9470 -4.6449 0.1644
F -0.4912 -3.7287 2.0528
S -1.5001 -2.0147 0.1292
O -1.0924 -1.7488 -1.2116
O -2.9009 -2.3730 0.2241
N -0.8990 -0.5709 0.9013
S -1.8415 -0.4198 2.2164
O -2.8511 0.6302 2.0298
O -2.3688 -1.6605 2.8245
C -0.6165 0.3403 3.6317
F 0.1068 1.3193 3.1917
F -1.3619 0.8465 4.5943
F 0.1305 -0.7497 4.0842
C 3.6608 -0.5552 2.6990
F 2.6858 -1.5513 2.6257
F 3.5601 0.1124 3.7934
F 4.8573 -1.0799 2.5964
S 3.4321 0.7159 1.2006
O 2.2632 1.5261 1.5877
O 4.6830 1.4618 1.1456
N 3.0485 -0.3401 -0.1242
S 4.3605 -0.8572 -0.6726
O 4.3640 -0.4521 -2.0908
O 5.6301 -0.6022 -0.0290
C 4.0676 -2.8110 -0.5634
F 5.1003 -3.3942 -1.1684
F 3.9630 -3.0989 0.7329
F 2.9320 -3.2020 -1.1887
C -2.1919 4.6925 -1.7998
F -3.0119 5.6500 -1.3148
F -2.4814 4.6049 -3.1121
F -0.9002 4.9589 -1.6227
S -2.4789 3.0137 -0.8557
O -1.3547 2.9907 0.1418
O -3.7889 2.9886 -0.3064
N -2.0340 1.7683 -2.0373
S -3.4620 1.2788 -2.4741
O -4.0822 0.4791 -1.4217
O -4.3273 2.4005 -2.9584
C -3.2226 0.1772 -4.0575
F -1.9283 -0.2215 -4.2767
F -4.0633 -0.8101 -4.0370
F -3.6106 0.8780 -5.1568
*
```

List of Mulliken charges in e, atom by atom: 1.03 0.52 -0.15 -0.19 -0.22 0.83 -0.62 -0.55 -0.15 0.83 -0.62 -0.61 0.61 -0.20 -0.22 -0.23 0.66 -0.18 -0.20 -0.20 0.90 -0.55 -0.59 -0.29 0.74 -0.70 -0.55 0.66 -0.22 -0.22 -0.21 0.64 -0.19 -0.20 -0.17 0.97 -0.55 -0.47 -0.14 0.85 -0.43 -0.47 0.64 -0.19 -0.19 -0.23



(3)
C6F18KO18S6 as an isolated structure in a non-equilibrium geometry, computed with ωB97M-V with the def2-TZVPD basis set.

**Molar mass**: 933.51 g/mol
**LUMO energy**: 8.3 eV
**Max |F|**: 4.38 eV Å⁻¹
**ΔE to the lowest compared entry with this formula, charge and spin**: 27.20 kcal/mol
**HOMO level**: 0.65 eV
**Electronic energy**: -173324.8813 eV

```
! wB97M-V def2-TZVPD RIJCOSX def2/J DEFGRID3
* xyz -5 1
K -4.1398 32.6198 -10.4360
C 0.8746 35.2039 -10.8557
F 0.9300 34.0513 -10.1165
F 1.2279 34.9550 -12.0578
F -0.3961 35.6559 -10.9118
S 2.0603 36.5878 -10.1191
O 3.2662 36.6855 -10.9742
O 1.3370 37.8193 -10.1247
O 2.4073 36.2279 -8.7506
C -8.5439 35.7037 -7.7421
F -8.7619 36.0029 -9.0493
F -7.2239 35.6718 -7.5766
F -9.1108 36.6710 -6.9311
S -9.1544 33.9114 -7.3085
O -8.2610 32.9962 -8.1043
O -9.0029 33.7452 -5.8535
O -10.5593 33.8920 -7.6761
C -8.7890 30.6780 -15.7194
F -8.1133 31.7654 -16.1441
F -10.0517 30.7818 -16.2092
F -8.1107 29.5871 -16.1670
S -8.9237 30.6705 -13.8226
O -9.7598 31.8766 -13.5412
O -9.5085 29.3952 -13.4019
O -7.5614 30.7174 -13.3358
C -2.5310 34.6784 -3.8301
F -2.7577 33.8664 -2.7899
F -3.6353 35.4238 -4.0425
F -1.5319 35.4740 -3.3177
S -1.9296 33.8626 -5.4461
O -0.4984 33.4757 -5.3512
O -2.8658 32.7515 -5.5262
O -2.2691 34.8645 -6.4816
C 0.1619 27.0302 -13.3182
F -0.8419 26.4494 -12.6759
F 1.3502 26.4262 -12.9628
F -0.0182 27.0288 -14.5998
S 0.1634 28.7800 -12.6003
O 0.0427 28.5631 -11.1721
O 1.4047 29.3271 -12.9864
O -1.0119 29.5047 -13.0744
C -4.1384 38.3436 -14.5407
F -2.8766 38.4369 -14.8141
F -4.3130 38.3540 -13.2004
F -4.7679 39.4361 -14.9476
S -4.9337 36.6971 -15.2099
O -4.5744 35.5753 -14.3614
O -6.3816 36.8911 -15.0751
O -4.4926 36.5138 -16.6182
*
```

List of Mulliken charges in e, atom by atom: 1.00 0.59 -0.22 -0.21 -0.23 1.10 -0.71 -0.66 -0.67 0.55 -0.21 -0.20 -0.24 1.05 -0.61 -0.67 -0.67 0.56 -0.22 -0.23 -0.23 1.08 -0.66 -0.69 -0.63 0.54 -0.24 -0.21 -0.26 1.11 -0.63 -0.67 -0.63 0.57 -0.22 -0.24 -0.21 1.09 -0.69 -0.65 -0.64 0.58 -0.21 -0.23 -0.24 1.06 -0.60 -0.67 -0.70



(4)
One molecule with the formula C6H10 in a non-equilibrium geometry, computed with ωB97M-V with the def2-TZVPD basis set.

**Molar mass**: 82.15 g/mol
**LUMO energy**: 1.0 eV
**Max |F|**: 2.34 eV Å⁻¹
**SMILES**: C=C/C(C)=C/C
**ΔE to the lowest compared entry with this formula, charge and spin**: 44.39 kcal/mol
**HOMO level**: -8.60 eV
**Electronic energy**: -6381.9346 eV

```
! wB97M-V def2-TZVPD RIJCOSX def2/J DEFGRID3
* xyz 0 1
C -0.9776 1.0906 -2.0172
C 0.2365 0.7717 -1.5265
C 0.3414 0.0748 -0.2411
C 1.2364 0.7835 0.7808
C -0.3186 -1.0286 0.1046
C -0.5355 -1.6679 1.4467
H -1.7159 1.5059 -1.3401
H -1.0406 1.3840 -3.0622
H 1.1916 1.1342 -1.9013
H 2.2816 0.9668 0.5459
H 1.1083 0.3240 1.7592
H 0.7952 1.7876 0.8497
H -0.8491 -1.4993 -0.7212
H 0.3503 -2.0832 1.9418
H -1.0725 -2.6049 1.2976
H -1.0317 -0.9392 2.0833
*
```

List of Mulliken charges in e, atom by atom: -0.69 -0.48 0.57 -1.18 -0.16 -1.26 0.27 0.27 0.34 0.33 0.32 0.30 0.38 0.34 0.35 0.30



(5)
One molecule with the formula C6H10, computed with ωB97M-V with the def2-TZVPD basis set.

**Molar mass**: 82.15 g/mol
**LUMO energy**: 1.0 eV
**Max |F|**: 0.69 eV Å⁻¹
**ΔE to the lowest compared entry with this formula, charge and spin**: 84.87 kcal/mol
**HOMO level**: -9.54 eV
**Electronic energy**: -6380.1792 eV

```
! wB97M-V def2-TZVPD RIJCOSX def2/J DEFGRID3
* xyz 0 1
C 1.9819 0.6341 -0.2788
C 1.2901 -0.6693 0.0920
C 0.6069 -1.3490 -1.4115
C -0.3146 -0.9975 -0.6227
C -1.5763 -0.6657 0.0708
C -1.7650 0.8316 0.3273
H 2.5564 0.5117 -1.2004
H 1.2478 1.4295 -0.4448
H 2.6583 0.9548 0.5232
H 1.9938 -1.4877 0.2518
H 0.7812 -0.5515 1.0622
H -1.6373 -1.2262 1.0125
H -2.3847 -1.0448 -0.5668
H -1.7247 1.3942 -0.6104
H -2.7314 1.0190 0.8055
H -0.9825 1.2168 0.9901
*
```

List of Mulliken charges in e, atom by atom: -1.12 -0.29 -1.18 0.82 -0.34 -1.02 0.35 0.27 0.33 0.35 0.34 0.29 0.28 0.29 0.36 0.27



(6)
One molecule with the formula C6H10, computed with ωB97M-V with the def2-TZVPD basis set.

**Molar mass**: 82.15 g/mol
**LUMO energy**: 0.9 eV
**Max |F|**: 0.70 eV Å⁻¹
**ΔE to the lowest compared entry with this formula, charge and spin**: 84.96 kcal/mol
**HOMO level**: -9.54 eV
**Electronic energy**: -6380.1752 eV

```
! wB97M-V def2-TZVPD RIJCOSX def2/J DEFGRID3
* xyz 0 1
C 1.6559 0.6201 -1.5119
C 0.7068 1.0024 -0.3833
C -0.6464 0.3017 -0.4438
C -0.3983 -1.4259 -0.6509
C -0.8316 -1.2262 0.5148
C -1.2655 -1.2150 1.9183
H 1.8462 -0.4558 -1.5055
H 2.6091 1.1509 -1.4190
H 1.2219 0.8718 -2.4864
H 0.5269 2.0865 -0.3975
H 1.1690 0.7797 0.5875
H -1.3131 0.7512 0.3084
H -1.1657 0.4582 -1.3911
H -2.2965 -0.8638 2.0309
H -1.2108 -2.2411 2.2927
H -0.6080 -0.5946 2.5369
*
```

List of Mulliken charges in e, atom by atom: -1.15 -0.34 -0.37 -1.24 1.02 -1.07 0.35 0.36 0.28 0.32 0.22 0.33 0.34 0.33 0.31 0.31